Record 1
The following is a quantum chemistry calculation of a 11-piece molecular cluster, C11H44N14O13 overall at a distorted geometry, from OMol25.

```
82
C11H44N14O13 | OMol25 | wB97M-V/def2-TZVPD
C -11.146 12.155 5.139
C -11.154 12.273 3.647
O -10.178 13.243 3.256
O -11.447 13.449 5.700
H -10.161 11.844 5.499
H -11.913 11.464 5.491
H -12.121 12.582 3.243
H -10.856 11.306 3.223
H -10.417 13.612 2.403
H -10.978 14.096 5.157
C -10.521 12.568 8.718
C -11.828 13.075 9.236
O -11.627 13.781 10.462
O -9.578 13.673 8.698
H -10.517 12.145 7.719
H -10.041 11.824 9.363
H -12.584 12.296 9.343
H -12.238 13.799 8.521
H -12.461 14.211 10.697
H -9.692 14.180 9.508
C -8.916 17.171 7.021
O -8.314 17.900 6.257
N -9.501 17.625 8.179
N -9.106 15.835 6.784
H -10.149 17.066 8.704
H -9.420 18.596 8.414
H -9.592 15.190 7.389
H -8.694 15.499 5.933
C -13.916 16.225 7.191
O -14.388 15.101 7.288
N -12.595 16.438 6.986
N -14.709 17.386 7.131
H -12.254 17.382 6.997
H -11.998 15.639 6.842
H -14.488 18.029 7.873
H -15.645 17.228 6.808
C -14.439 11.828 6.690
O -14.054 10.664 6.584
N -14.533 12.667 5.629
N -14.786 12.349 7.902
H -14.789 13.625 5.786
H -14.196 12.283 4.768
H -14.753 11.704 8.667
H -14.880 13.350 7.975
C -10.705 9.702 5.815
O -9.498 9.868 5.693
N -11.462 9.045 4.880
N -11.376 10.127 6.921
H -12.462 9.003 4.932
H -11.003 8.911 3.997
H -10.720 10.479 7.596
H -12.347 9.993 7.131
C -9.882 17.090 11.677
O -9.080 17.847 12.188
N -9.628 15.806 11.284
N -11.155 17.524 11.345
H -8.748 15.349 11.442
H -10.445 15.227 11.147
H -11.502 18.345 11.806
H -11.818 16.870 10.964
C -6.393 11.972 7.614
O -5.831 12.823 8.267
N -5.768 10.792 7.217
N -7.664 12.044 7.111
H -4.957 10.575 7.773
H -6.357 10.006 7.011
H -8.015 11.270 6.569
H -8.344 12.610 7.596
C -8.414 9.209 9.320
O -9.254 10.060 9.070
N -7.857 8.462 8.328
N -7.964 8.979 10.582
H -8.104 8.735 7.386
H -7.162 7.739 8.360
H -7.155 8.418 10.771
H -8.355 9.526 11.325
O -14.297 14.751 11.017
H -15.067 14.303 10.653
H -14.432 14.740 11.971
O -12.142 10.382 10.261
H -11.776 10.044 11.083
H -11.395 10.823 9.842
```

Computed properties:
SMILES	NC(N)=O.NC(N)=O.NC(N)=O.NC(N)=O.NC(N)=O.NC(N)=O.NC(N)=O.OCCO.OCCO.O.O
multiplicity	1
gap between HOMO and LUMO	8.96	eV

Let us look at the Mulliken charges, expressed in e, one per atom: 1.158 -0.963 -0.548 -0.292 -0.540 -0.116 0.407 0.236 0.314 0.423 0.603 -0.026 -0.671 -0.247 -0.731 1.023 0.448 -0.212 0.317 -0.135 0.459 -0.699 -0.199 -0.047 0.135 0.192 0.050 0.163 0.494 -0.717 -0.195 -0.532 0.248 0.101 0.224 0.246 0.562 -0.811 -0.306 -0.352 0.224 0.232 0.220 0.377 0.209 -0.733 -0.280 0.118 0.238 0.280 -0.343 0.311 0.458 -0.651 -0.156 -0.310 0.150 0.191 0.208 0.125 0.510 -0.636 -0.506 -0.090 0.266 0.245 0.118 -0.067 0.402 -0.264 -0.358 -0.474 0.115 0.181 0.173 0.201 -0.592 0.276 0.265 -0.649 0.239 0.317



Record 2
The following is a quantum chemistry calculation of a 11-piece molecular cluster, C11H44N22O11 overall at a distorted geometry, from OMol25.

```
88
C11H44N22O11 | OMol25 | wB97M-V/def2-TZVPD
C 1.523 -3.672 3.354
O 0.637 -4.206 2.695
N 1.371 -2.433 3.870
N 2.756 -4.238 3.549
H 0.700 -1.824 3.422
H 1.997 -2.078 4.570
H 3.599 -3.969 4.020
H 2.796 -5.114 3.044
C -4.881 -0.498 -2.558
O -5.765 0.352 -2.387
N -3.584 -0.140 -2.660
N -5.164 -1.819 -2.730
H -3.022 -0.958 -2.825
H -3.349 0.836 -2.795
H -4.678 -2.451 -3.339
H -6.169 -1.911 -2.705
C 4.868 1.009 1.640
O 3.829 1.225 1.027
N 4.948 0.122 2.679
N 6.076 1.518 1.313
H 4.198 -0.544 2.725
H 5.865 0.004 3.063
H 6.947 1.066 1.512
H 6.089 2.180 0.553
C -1.577 2.691 2.375
O -2.560 3.403 2.584
N -0.338 3.184 2.036
N -1.602 1.345 2.302
H 0.439 2.550 2.115
H -0.134 4.140 1.814
H -2.553 0.995 2.395
H -0.764 0.816 2.069
C -5.644 0.381 1.908
O -4.838 0.421 2.834
N -5.502 -0.217 0.693
N -6.908 0.905 2.056
H -6.229 -0.149 0.007
H -4.637 -0.670 0.435
H -7.148 1.450 2.860
H -7.527 0.603 1.331
C -2.138 -2.580 1.147
O -3.054 -1.836 0.797
N -1.836 -2.697 2.478
N -1.475 -3.469 0.358
H -1.013 -3.249 2.678
H -2.302 -2.122 3.154
H -0.646 -3.809 0.822
H -1.569 -3.400 -0.637
C 0.478 2.158 -3.766
O 0.577 1.024 -3.274
N 1.377 3.148 -3.473
N -0.507 2.530 -4.580
H 1.456 3.835 -4.203
H 2.182 2.820 -2.964
H -1.307 1.933 -4.707
H -0.617 3.460 -4.940
C 4.187 -2.312 0.379
O 4.494 -1.614 -0.600
N 3.239 -1.974 1.250
N 4.890 -3.421 0.761
H 2.984 -2.588 2.005
H 2.930 -1.019 1.102
H 4.834 -3.862 1.656
H 5.470 -3.883 0.081
C -3.077 2.842 -1.574
O -3.440 2.897 -2.756
N -3.826 2.260 -0.614
N -1.880 3.198 -1.043
H -3.559 2.316 0.352
H -4.730 1.926 -0.923
H -1.057 3.295 -1.618
H -1.663 3.333 -0.072
C 4.355 1.275 -3.182
O 4.618 2.369 -3.671
N 3.976 1.139 -1.876
N 4.255 0.086 -3.850
H 4.467 0.422 -1.350
H 3.787 1.958 -1.323
H 3.849 -0.657 -3.309
H 4.627 -0.034 -4.772
C 0.377 -0.014 -0.083
O 0.520 -0.065 1.153
N 1.396 -0.157 -0.922
N -0.839 0.035 -0.723
H 1.320 0.120 -1.898
H 2.260 -0.338 -0.447
H -0.747 0.293 -1.693
H -1.686 0.126 -0.186
```

Computed properties:
SMILES	NC(N)=O.NC(N)=O.NC(N)=O.NC(N)=O.NC(N)=O.NC(N)=O.NC(N)=O.NC(N)=O.NC(N)=O.NC(N)=O.NC(N)=O
multiplicity	1
gap between HOMO and LUMO	8.56	eV

Let us look at the Mulliken charges, expressed in e, one per atom: 0.411 -0.734 -0.270 -0.457 0.144 0.226 0.211 0.222 0.495 -0.690 -0.095 -0.428 0.104 0.128 0.207 0.261 0.585 -0.467 -0.342 -0.464 0.186 0.182 0.167 0.237 0.348 -0.638 -0.318 0.005 0.154 0.213 0.061 0.085 0.680 -0.644 -0.173 -0.437 0.227 0.151 0.218 0.146 0.388 -0.595 -0.273 -0.332 0.094 0.200 0.206 0.228 0.609 -0.850 -0.409 -0.349 0.232 0.129 0.222 0.161 0.560 -0.637 0.294 -0.400 0.237 -0.254 0.102 0.226 0.475 -0.682 -0.142 -0.265 0.066 0.171 0.149 0.208 0.419 -0.680 -0.066 -0.318 0.059 0.191 0.229 0.208 0.699 -0.812 0.141 0.273 0.277 -0.317 0.126 -0.098



Record 3
The following is a quantum chemistry calculation of a 11-piece molecular cluster, C11H44N22O11 overall at a distorted geometry, from OMol25.

```
88
C11H44N22O11 | OMol25 | wB97M-V/def2-TZVPD
C -4.072 8.154 -1.873
O -4.041 9.017 -2.736
N -5.194 7.879 -1.212
N -3.122 7.399 -1.389
H -6.129 8.120 -1.509
H -5.162 7.194 -0.470
H -3.164 6.776 -0.595
H -2.220 7.759 -1.665
C 1.396 1.648 5.110
O 1.852 2.690 5.264
N 2.064 0.648 5.543
N 0.290 1.339 4.432
H 2.755 0.865 6.247
H 1.835 -0.328 5.418
H -0.054 0.393 4.518
H -0.197 2.016 3.861
C -4.234 4.138 2.583
O -3.259 3.969 1.966
N -5.092 3.131 2.768
N -4.525 5.232 3.282
H -6.036 3.387 3.019
H -4.943 2.273 2.257
H -5.172 5.327 4.053
H -3.848 5.968 3.140
C 3.157 7.237 2.263
O 3.092 8.379 1.900
N 3.598 6.803 3.377
N 2.604 6.259 1.646
H 4.129 7.406 3.989
H 3.295 5.944 3.812
H 2.589 5.364 2.114
H 2.477 6.284 0.644
C -6.969 1.882 -2.822
O -6.596 1.614 -3.881
N -8.153 1.460 -2.511
N -6.294 2.414 -1.839
H -8.525 1.644 -1.590
H -8.668 0.855 -3.135
H -5.350 2.747 -1.976
H -6.800 2.440 -0.965
C -5.658 -3.213 0.790
O -5.212 -2.181 1.274
N -6.855 -3.428 0.350
N -4.879 -4.249 0.645
H -7.125 -4.400 0.304
H -7.478 -2.641 0.469
H -5.241 -5.052 0.151
H -3.935 -4.095 0.970
C 0.008 -0.245 -1.286
O 0.030 -1.443 -1.591
N 0.956 0.588 -1.454
N -1.095 0.273 -0.847
H 0.871 1.544 -1.140
H 1.787 0.179 -1.856
H -1.898 -0.309 -0.658
H -1.179 1.223 -0.513
C 4.960 -6.726 -3.909
O 4.886 -6.728 -5.132
N 4.959 -5.652 -3.106
N 5.000 -7.688 -3.117
H 4.997 -4.710 -3.468
H 5.186 -5.732 -2.125
H 4.925 -7.552 -2.119
H 5.010 -8.652 -3.418
C 5.639 -3.503 1.778
O 5.553 -4.668 1.395
N 6.650 -3.044 2.459
N 4.933 -2.503 1.308
H 6.500 -2.130 2.861
H 7.486 -3.585 2.633
H 4.242 -2.730 0.608
H 5.136 -1.566 1.627
C -1.181 -8.795 -0.981
O -1.018 -9.807 -0.355
N -1.139 -7.631 -0.437
N -1.488 -8.717 -2.285
H -1.312 -6.763 -0.923
H -0.978 -7.578 0.559
H -2.371 -9.165 -2.482
H -1.189 -7.820 -2.641
C 7.514 -0.439 -3.540
O 6.336 -0.650 -3.759
N 8.181 -1.160 -2.755
N 8.289 0.429 -4.142
H 9.167 -0.939 -2.737
H 7.853 -1.913 -2.169
H 9.134 0.710 -3.666
H 7.733 1.133 -4.606
```

Computed properties:
SMILES	NC(N)=O.NC(N)=O.NC(N)=O.NC(N)=O.NC(N)=O.NC(N)=O.NC(N)=O.NC(N)=O.NC(N)=O.NC(N)=O.NC(N)=O
multiplicity	1
gap between HOMO and LUMO	9.05	eV

Let us look at the Mulliken charges, expressed in e, one per atom: 0.642 -0.640 -0.352 -0.356 0.214 0.100 0.161 0.227 0.640 -0.599 -0.412 -0.359 0.223 0.160 0.162 0.185 0.603 -0.601 -0.429 -0.417 0.200 0.224 0.187 0.236 0.625 -0.641 -0.359 -0.339 0.207 0.141 0.152 0.215 0.686 -0.592 -0.408 -0.337 0.136 0.206 0.172 0.137 0.682 -0.680 -0.407 -0.411 0.199 0.238 0.167 0.208 0.700 -0.712 -0.370 -0.340 0.172 0.235 0.188 0.126 0.623 -0.662 -0.357 -0.308 0.193 0.149 0.156 0.205 0.733 -0.662 -0.400 -0.389 0.161 0.209 0.204 0.149 0.590 -0.609 -0.369 -0.430 0.181 0.211 0.213 0.215 0.636 -0.669 -0.317 -0.450 0.130 0.207 0.209 0.252



Record 4
The following is a quantum chemistry calculation of a 14-piece molecular cluster, C11H44N3O14 overall, from OMol25.

```
72
C11H44N3O14 | OMol25 | wB97M-V/def2-TZVPD
C 2.565 -3.573 2.297
C 1.910 -2.849 1.409
N 2.093 -3.017 0.006
C 2.480 -4.200 -0.586
C 2.532 -3.999 -1.908
N 2.160 -2.690 -2.105
C 1.893 -2.097 -0.938
C 1.492 -0.653 -0.911
C 0.805 -0.054 0.318
C -0.633 -0.500 0.649
C -1.553 -0.779 -0.536
N -1.403 -2.114 -1.138
C -1.528 -3.209 -0.304
C -2.733 -3.286 0.585
O -0.673 -4.085 -0.300
H 3.230 -4.384 2.038
H 2.411 -3.376 3.347
H 1.176 -2.139 1.743
H 2.705 -5.098 -0.044
H 2.794 -4.687 -2.690
H 2.094 -2.238 -3.004
H 0.873 -0.501 -1.798
H 2.408 -0.082 -1.080
H 0.773 1.016 0.116
H 1.448 -0.158 1.191
H -0.623 -1.342 1.344
H -1.078 0.325 1.207
H -1.419 -0.004 -1.291
H -2.584 -0.682 -0.199
H -0.594 -2.210 -1.734
H -2.472 -3.032 1.611
H -3.556 -2.674 0.227
H -3.048 -4.326 0.591
O 4.575 -3.109 4.818
H 5.017 -2.575 4.146
H 4.721 -4.020 4.546
O -1.120 1.954 -2.130
H -0.721 1.868 -3.007
H -1.828 2.596 -2.265
O -2.114 3.696 0.239
H -2.287 3.459 1.165
H -1.468 3.052 -0.076
O -1.706 -1.381 -4.337
H -1.884 -1.716 -3.451
H -1.078 -1.999 -4.723
O -4.384 2.668 -1.701
H -4.888 1.976 -1.264
H -3.720 2.941 -1.057
O -3.862 3.930 2.471
H -3.813 4.739 2.999
H -4.486 4.156 1.774
O -0.532 -4.354 2.992
H -0.085 -3.843 2.311
H -0.435 -5.268 2.703
O 6.194 -1.176 2.894
H 6.064 -0.329 2.459
H 7.010 -1.069 3.394
O -3.132 6.692 2.558
H -3.323 7.456 1.995
H -2.223 6.826 2.841
O 0.571 2.730 -4.891
H 0.381 3.495 -5.444
H 1.471 2.879 -4.583
O 5.749 -2.570 -2.647
H 6.071 -3.476 -2.620
H 4.855 -2.614 -2.298
O -4.631 8.051 0.526
H -4.617 8.969 0.237
H -5.431 7.685 0.140
O -1.043 6.992 0.714
H -0.724 7.347 -0.120
H -1.091 6.038 0.581
```

Computed properties:
multiplicity	1
net charge	+1
gap between HOMO and LUMO	9.29	eV

Let us look at the Mulliken charges, expressed in e, one per atom: -1.337 0.278 0.650 0.201 -1.320 0.092 -0.296 -0.472 -1.134 -0.483 -1.238 0.095 0.388 -1.109 -0.569 0.198 0.355 0.421 0.474 0.510 0.231 0.556 0.466 0.423 0.453 0.398 0.527 0.561 0.345 0.352 0.296 0.369 0.411 -0.633 0.332 0.314 -0.523 0.221 0.243 -0.614 0.352 0.285 -0.641 0.371 0.289 -0.624 0.303 0.323 -0.671 0.310 0.310 -0.626 0.241 0.321 -0.646 0.314 0.314 -0.572 0.308 0.307 -0.617 0.314 0.312 -0.657 0.318 0.337 -0.597 0.293 0.282 -0.593 0.274 0.333



Record 5
The following is a quantum chemistry calculation of C11H4AuN3O4S2 as an isolated structure, from OMol25.

```
25
C11H4AuN3O4S2 | OMol25 | wB97M-V/def2-TZVPD
Au 0.973 0.552 -3.642
O -0.804 1.801 -3.429
C -1.269 1.751 -2.296
C -0.662 1.215 -1.055
C -1.582 1.073 -0.065
C -1.423 0.461 1.228
C -0.772 -0.677 1.570
C -0.320 -1.733 0.728
C -0.694 -1.816 -0.551
O -1.021 -1.871 -1.642
N -2.152 1.146 2.308
O -2.046 0.728 3.439
O -2.875 2.070 1.973
H -2.292 2.128 -2.160
H -2.557 1.513 -0.243
H -0.675 -0.853 2.635
H 0.231 -2.578 1.116
S 2.335 -0.867 -2.516
C 2.020 -0.162 -0.966
S 1.092 1.376 -0.736
C 2.598 -0.669 0.162
C 3.426 -1.835 0.090
N 4.050 -2.801 0.050
C 2.336 -0.163 1.472
N 2.082 0.214 2.529
```

Computed properties:
multiplicity	1
gap between HOMO and LUMO	6.95	eV

Let us look at the Mulliken charges, expressed in e, one per atom: 0.342 -0.586 0.177 0.565 -0.687 -0.118 -0.197 -0.666 0.452 -0.257 1.006 -0.620 -0.632 0.409 0.356 0.478 0.492 -0.339 0.793 -0.084 0.293 -0.300 -0.436 0.064 -0.507



Record 6
The following is a quantum chemistry calculation of C11H4GdN2O5 as an isolated structure at a distorted geometry, from OMol25.

```
23
C11H4GdN2O5 | OMol25 | wB97M-V/def2-TZVPD
O -0.141 0.009 -5.754
C -0.136 0.009 -4.611
Gd -0.125 0.007 -1.639
O 2.110 -2.851 -2.041
C 1.398 -1.944 -1.969
C -1.657 1.957 -1.978
O -2.371 2.860 -2.052
C -2.077 -1.521 -1.982
O -2.988 -2.227 -2.056
C 1.819 1.540 -1.973
O 2.727 2.249 -2.043
N 3.291 -0.278 3.933
C 2.265 -0.191 3.367
C 1.003 -0.084 2.665
C -0.208 0.023 3.360
C -1.409 0.127 2.665
C -1.374 0.122 1.274
N -0.191 0.016 0.614
C 0.994 -0.087 1.276
H -0.196 0.024 4.450
H -2.367 0.211 3.171
H -2.269 0.200 0.653
H 1.903 -0.170 0.670
```

Computed properties:
multiplicity	8
net charge	+3
gap between HOMO and LUMO (alpha / beta)	6.42 / 4.12	eV

Let us look at the Mulliken charges, expressed in e, one per atom: -0.008 0.198 0.647 0.011 0.359 0.347 0.012 0.349 0.008 0.357 0.012 -0.238 -0.420 0.092 0.057 -0.929 0.026 -0.139 0.263 0.578 0.451 0.447 0.518



multiplicity of number 1 (C11H44N14O13)?
1



Look up the multiplicity of the first one.
1